[1]
DFT (wB97M-V/def2-TZVPD) results for C16H47O10Ti as an isolated structure in a non-equilibrium geometry.

Geometry as XYZ:
```
74
Properties=species:S:1:pos:R:3:forces:R:3
H -0.3028 -7.2370 -1.8054 0.1 0.1 0.0
H -0.9614 0.3905 -0.4646 0.0 0.0 -0.4
H -3.9055 5.5770 2.9645 -0.1 -0.2 0.1
Ti 4.6318 3.9463 2.8473 -0.4 -0.4 -0.2
H -4.6234 -3.2698 -4.1719 0.0 0.0 0.7
H -3.0426 -8.7136 -0.1900 0.2 0.2 -0.2
O -0.8617 -7.8128 -1.2783 0.0 0.5 -0.5
H -7.5985 -2.9054 -3.2095 0.1 -0.1 -0.3
H 7.6647 -0.3130 6.2480 0.1 0.2 0.4
H 7.8277 0.7993 4.3640 0.0 0.0 -0.1
H -6.7349 -4.1382 -5.6286 -0.1 0.1 -0.2
H 7.4356 -0.3579 -1.9132 -0.7 0.5 0.2
H -1.6030 -3.8338 5.3779 0.3 -0.1 0.4
C 6.7528 -0.0337 5.7202 -0.2 -0.9 0.7
C 0.3197 1.9352 0.2231 -0.5 1.1 -1.0
H -6.3002 6.0580 3.4181 0.0 0.3 0.1
H 8.1643 -2.7814 -3.4324 0.2 -0.1 -0.3
H 2.9770 8.6746 -4.9066 0.0 0.3 0.0
O 1.7063 7.5931 -3.8062 -0.3 -0.1 0.2
H -1.1887 -0.8855 6.2779 0.4 0.0 -0.4
H -2.0100 -6.1828 -0.4872 -0.1 -0.1 -0.4
H 9.0420 -1.2554 -3.4374 -0.1 0.1 0.6
H 5.7506 1.2194 7.2739 0.6 0.2 -0.3
C -4.3238 6.5196 2.6115 0.2 -0.3 0.6
H -1.6562 -8.9100 0.9094 -0.1 -0.1 -0.1
H -1.7935 1.6163 0.3837 0.1 0.2 0.4
H 7.6804 -1.9077 -1.2355 0.3 -0.4 -0.1
C -2.4912 1.3135 -7.8188 0.3 1.1 -1.0
H -3.9473 0.1027 -7.5528 -0.4 -0.1 0.1
H -3.9193 7.3298 3.2182 -0.3 -0.1 0.7
H -1.7890 0.5586 -8.1726 -0.5 -0.7 0.1
C -0.9786 1.4715 -0.3256 -1.7 -1.1 -0.1
H -2.4172 2.0728 -8.5974 0.4 0.4 0.3
H 6.5040 -0.9233 5.1416 -0.4 -0.2 0.1
O 0.5985 3.1022 -0.0156 0.4 3.6 -0.6
C -1.2111 -2.8213 5.2813 -1.0 0.9 -1.1
O -3.8795 1.0230 -7.8173 0.5 -0.9 0.3
H 2.5007 9.5139 -3.4133 -0.3 0.0 0.1
O 7.0153 1.0092 4.8304 0.0 1.3 -0.7
C -5.8264 6.5312 2.5581 0.0 0.4 0.2
H -6.0449 7.5964 2.4820 -0.8 -0.1 0.1
O 1.0566 1.1914 0.8213 1.9 -3.4 2.3
H 1.8230 6.9967 -3.0629 0.0 0.1 0.0
H -0.8075 -2.2658 7.2925 -0.4 0.0 0.3
C 8.0476 -1.6987 -3.3858 -0.6 -1.2 0.1
C 2.7401 8.5446 -3.8506 0.6 -0.2 -0.5
H -0.7060 -6.8241 0.5184 0.1 0.3 0.1
H -5.6539 -4.6471 -3.7421 0.0 -0.2 -0.4
H 5.4109 -1.3728 -1.4406 0.0 0.0 0.0
H -6.2771 -1.7038 -3.4801 -0.5 0.1 0.0
H -1.3051 2.0199 -1.2092 0.3 -0.2 -0.1
O 5.8818 -1.7597 -2.1823 0.0 0.0 -0.7
H 0.2611 -2.0968 4.2767 0.1 0.0 0.0
O -6.0911 -3.4503 -5.4445 -0.3 -0.7 -0.4
H 3.6602 8.1905 -3.3857 0.1 -0.1 0.2
H -1.8031 -2.3825 4.4781 -0.3 -0.1 -0.3
H 5.6041 -0.4626 7.4683 -0.4 -0.3 -0.3
C -1.4289 -1.9328 6.4612 -0.2 0.2 0.7
C -1.4681 -7.0885 -0.2147 -0.4 -2.0 0.8
H -3.0289 6.4086 1.1948 0.1 0.1 -0.2
H -6.2040 -2.7919 -2.1396 0.1 -0.2 0.1
C -2.3468 -8.1920 0.4671 0.5 1.2 0.3
C 5.6289 0.3043 6.6942 0.2 0.2 0.1
H 4.6708 0.4313 6.1902 0.0 -0.4 0.0
C 7.2415 -1.4137 -2.1023 1.3 0.9 -0.1
H -6.1800 6.0404 1.6514 0.1 -0.1 0.0
C -5.6532 -3.6218 -4.1121 -0.6 1.1 0.8
O 0.1220 -2.8371 4.8718 1.0 -0.5 -0.1
C -6.5246 -2.7217 -3.1791 1.4 0.0 -0.2
H -2.4965 -1.8831 6.6755 0.0 -0.4 0.5
H 7.5645 -1.3937 -4.3140 -0.4 0.1 0.2
H -2.9067 -7.7381 1.2848 -0.1 -0.1 0.1
O -3.8993 6.7926 1.3239 0.8 0.0 -1.8
H -2.0929 1.6864 -6.8752 -0.3 0.1 0.2
```
Forces are in eV/Å.

Properties
E = -60933.581 eV
strongest force on any atom = 4.46 eV/A
<S²> = 3.752
2S+1 = 4
charge = 0

---

[2]
DFT (wB97M-V/def2-TZVPD) results for C16H48AgN9O7 as an isolated structure in a non-equilibrium geometry.

Geometry as XYZ:
```
81
Properties=species:S:1:pos:R:3:forces:R:3
H 27.0894 -5.1996 15.5944 0.4 0.6 -0.4
C 26.2440 -5.1189 17.4631 -1.2 0.4 0.8
N 26.5111 -3.9955 21.5232 3.9 4.0 -3.0
C 24.5305 -1.5211 12.1092 1.6 0.8 1.4
H 23.6008 -2.0442 11.8853 0.2 -0.4 0.0
H 23.3555 -0.5699 16.1481 -0.1 0.4 0.2
H 20.4022 0.3188 22.1675 0.4 0.1 -0.4
H 24.3775 -0.3594 10.4855 0.2 0.2 -0.3
O 28.5030 -3.2770 18.0245 0.8 2.0 1.4
O 23.0524 -2.4276 20.3740 -0.9 -1.1 -0.5
H 26.6079 -0.0544 18.3578 -0.3 0.1 0.0
H 25.6092 3.9799 17.4855 -0.4 -0.3 -0.2
H 25.4880 1.5965 17.0877 0.2 0.0 -0.3
O 27.0953 4.0603 18.8736 -0.4 -0.1 -1.9
N 25.0653 -1.0066 10.8433 -0.4 -0.6 0.2
N 21.2904 -4.4612 22.1571 2.0 0.8 0.5
H 29.0116 -5.4985 17.6387 -0.1 -0.3 1.1
H 23.8078 -5.2845 22.4514 0.8 0.0 -0.2
H 27.5317 6.0146 19.5295 -0.2 -0.4 0.2
H 28.0978 5.6232 17.9249 0.1 0.0 -0.2
H 27.2876 -2.7769 16.4125 -0.8 0.2 0.5
H 24.9402 -3.0892 13.4957 0.5 -0.1 0.2
H 26.3724 -4.5250 18.3680 -0.3 0.0 0.1
H 21.6500 -3.6292 21.7114 0.2 0.3 0.2
H 21.8905 -4.9281 22.8219 -0.4 0.2 0.0
H 24.2254 -4.0185 21.3306 -0.7 0.1 0.2
N 24.5083 -4.7906 21.9171 -1.9 -0.1 -0.6
Ag 21.6460 -4.3382 19.3556 0.3 1.1 0.8
H 24.0365 2.3468 18.7650 0.0 0.4 0.0
C 23.4380 0.0826 15.2789 0.5 -0.5 -1.0
H 21.5251 -0.7461 21.2873 -0.3 -0.4 0.9
C 24.1479 -0.3621 13.0240 -0.4 0.5 -0.1
H 26.3232 -1.9332 13.5021 -0.5 0.6 0.1
C 29.2971 -2.0331 18.2314 1.1 -1.0 -1.0
H 25.2183 2.3250 20.0570 0.5 0.3 -0.2
C 26.0261 1.9127 17.9813 -0.7 0.0 1.2
H 29.2220 -5.9197 16.2281 -0.3 -0.2 -1.0
H 23.7423 -2.0791 18.4281 -0.5 0.5 -0.5
H 27.3922 1.1026 19.2167 0.2 -0.2 0.2
H 24.9952 0.2258 13.3769 0.5 0.2 -0.7
H 24.8572 -1.6343 19.6345 0.3 0.2 0.5
H 28.9491 -1.0296 17.9866 -1.5 -0.4 -0.1
C 27.4489 -4.9565 16.5943 1.2 0.4 -0.7
H 18.6604 -5.9402 22.2896 -0.2 -1.2 0.6
H 30.1772 -2.0896 17.5908 0.1 -0.4 -0.4
N 28.4733 -5.9380 16.9058 0.9 0.0 0.6
H 23.4506 0.2517 12.4538 0.0 0.6 -0.1
O 20.5510 1.9187 20.3325 -0.9 3.8 -0.6
H 25.9179 -6.1167 17.7565 0.9 -0.4 -0.1
H 25.3623 -4.8088 16.9022 -0.1 0.7 0.1
H 24.5239 -3.3220 19.1887 0.5 -0.4 0.4
N 27.0142 0.8690 18.3097 1.1 1.2 -0.8
H 26.2052 -3.1885 20.9986 -0.3 -0.4 0.1
C 21.1702 0.8998 20.3813 -2.6 0.5 -0.7
C 27.2661 5.4836 18.6154 0.4 -1.1 -0.2
C 24.9765 1.8967 19.0843 -1.4 0.0 0.3
H 27.5043 -4.1785 21.5348 -0.1 0.3 -0.1
O 26.4130 -5.7344 22.7431 0.5 -2.8 1.5
N 21.6814 0.3068 19.3249 1.8 -0.4 -2.4
H 24.6563 0.8846 19.3317 0.3 -0.3 -0.2
N 21.0368 0.1302 21.4048 1.1 -3.5 3.7
H 26.1120 -2.9578 12.1378 -0.1 -0.5 0.1
C 28.0533 -3.4897 16.7185 -1.4 0.1 -1.1
H 28.7982 -3.1776 15.9866 0.8 -1.0 -0.2
O 19.4164 -4.2648 20.9925 -0.5 0.1 -0.1
C 25.5528 -2.4135 12.8988 -0.9 -0.4 -1.6
H 24.3497 0.6796 15.3026 0.3 0.0 0.3
N 19.6532 -5.9144 22.4734 -2.7 -2.6 1.5
C 26.4904 3.3663 17.6726 0.1 0.3 1.9
H 25.9545 -0.5356 10.9304 0.0 0.1 0.2
H 22.2037 -0.5492 19.4454 0.0 -0.1 -0.5
H 26.3914 5.9511 18.1633 -0.3 -0.2 0.1
H 27.0652 3.3811 16.7466 0.8 0.2 0.3
O 23.5236 -0.8147 14.1726 -0.9 -0.9 1.2
C 25.8381 -4.9294 22.0730 -2.2 -1.1 1.8
H 22.6168 0.7936 15.1885 -0.3 -0.1 0.0
H 20.0774 -6.2952 23.3072 -0.4 0.1 -0.1
C 20.0301 -4.8261 21.9079 2.4 2.3 -2.8
H 21.5249 0.8202 18.4693 0.6 -0.5 0.0
C 24.0706 -2.3603 19.4288 -0.3 -0.2 -0.6
H 29.7764 -1.9302 19.2049 -0.8 -0.8 0.4
```
Forces are in eV/Å.

Properties
E = -49108.895 eV
strongest force on any atom = 6.35 eV/A
energy above the lowest of the compared OMol25 structures with the same formula, charge and spin = 3.4822 eV
2S+1 = 1
charge = 0

---

[3]
DFT (wB97M-V/def2-TZVPD) results for C16H48AlO18P4 as an isolated structure in a non-equilibrium geometry.

Geometry as XYZ:
```
87
Properties=species:S:1:pos:R:3:forces:R:3
H -2.5883 1.4637 -4.8439 0.0 0.0 0.0
H -0.9185 1.7778 -5.4031 0.0 0.0 0.0
H 0.7148 -3.0133 -1.2848 0.0 0.1 0.1
O 2.4004 1.2170 7.1648 0.0 -0.1 -0.2
O 3.2818 0.2202 9.1051 1.7 -1.6 -1.2
H -2.5928 3.7204 -9.1690 0.1 0.0 0.1
H -0.6505 0.3810 -1.0586 -0.2 0.0 0.0
H 0.6571 2.2658 7.1709 0.1 0.0 -0.1
C -0.3154 -2.8793 -1.6133 -0.2 -0.1 0.1
H -0.8275 -3.8453 -1.6460 0.0 0.0 0.0
H -0.3605 3.6776 -1.1180 -0.1 0.1 -0.2
H 2.1162 -1.8432 -6.4109 0.0 0.0 0.0
C -2.0341 6.7753 -5.7480 0.1 0.1 -0.1
H 2.8870 1.1871 3.5125 0.2 0.2 0.1
H 5.1926 -0.2115 9.8599 0.0 0.0 0.0
H 2.9474 2.4793 2.2702 -0.1 0.0 0.0
C 4.1812 -0.0012 10.2026 -0.1 0.0 0.3
O 1.6200 3.8932 -1.6904 0.0 0.0 0.3
C -1.7398 -4.0946 4.0289 0.0 0.0 0.2
H -2.2133 -3.8801 4.9871 0.0 0.0 0.0
H -1.2493 1.5482 -3.6815 0.0 0.1 0.1
C 1.0545 -1.6671 -6.2331 0.2 0.0 -0.1
O 2.0957 0.6501 1.6999 0.1 0.7 0.0
O -2.2718 4.4789 -7.2929 1.2 -2.3 0.3
H 4.0156 1.0914 2.1202 0.1 0.0 0.2
H 1.3200 -5.5271 -3.4435 0.0 -0.1 0.0
H 2.2047 2.7907 -3.3381 0.1 -0.1 0.0
H 2.7826 -5.5580 -4.4448 0.0 0.1 0.0
H -1.5436 7.0190 -6.6913 0.0 0.0 0.0
H 0.7638 1.0069 8.4121 0.0 0.0 0.0
H -5.0871 -3.8776 -0.2108 0.0 0.0 0.0
O 1.6997 -3.8275 -4.6133 0.1 -0.1 2.5
H -5.3743 -2.4334 0.8007 0.0 0.1 0.0
H 1.6714 4.4467 -3.6837 -0.1 0.0 0.0
H -4.0654 4.0528 -8.2357 0.0 0.0 0.1
H 3.2409 4.1570 -2.9175 0.0 0.1 0.2
O -2.4442 -3.4401 2.9796 0.0 0.2 0.0
H 0.0610 0.8183 1.7218 -0.2 0.3 0.3
C 5.7488 0.2380 6.3060 0.1 0.2 -0.1
O -4.4664 -4.4867 3.5742 -1.6 1.4 -1.5
H -6.2326 -5.1962 4.3337 0.1 0.1 0.0
H 1.9494 0.4632 -1.4189 0.1 0.1 0.0
C -3.0494 3.6646 -8.1824 -0.1 0.1 -0.2
O -3.4428 -3.2452 0.9199 -2.8 0.5 1.1
H -4.3749 -2.3132 -0.6550 0.1 0.0 0.0
H 5.5310 -0.8055 6.5381 0.0 0.0 -0.1
C 1.3170 1.7884 7.8912 -0.2 -0.1 0.1
O -1.6019 5.5028 -5.2880 0.1 0.0 0.1
O -0.3505 -2.2541 -2.9227 2.2 -1.5 1.3
O 4.3014 2.3692 8.4659 0.9 -0.7 0.4
H 3.8124 -0.8555 10.7667 -0.1 0.0 -0.1
C -5.5856 -5.3814 3.4786 0.0 -0.2 0.2
C 0.4031 3.0775 -1.6179 0.6 -0.5 0.0
H 0.7960 -0.6797 -6.6123 0.0 0.0 0.1
O -0.7503 -3.7579 -4.8363 0.3 -0.7 0.6
C 0.8981 1.3897 1.3060 0.0 -0.9 -1.0
O -3.2179 -5.5630 1.7440 -1.1 -0.1 -0.2
H -1.6989 -5.1727 3.8695 0.0 0.0 -0.1
H -3.0743 2.6250 -7.8609 0.0 0.0 0.0
H 0.4629 -2.4174 -6.7601 0.0 0.0 0.0
P 0.3475 -3.0450 -4.1365 -2.5 2.2 -4.4
O 0.7856 -1.6757 -4.8400 0.0 0.2 0.0
H 1.1889 -5.7451 -5.2035 -0.1 0.0 0.1
C 3.0169 1.4026 2.4428 0.0 -0.6 -0.1
H 4.1904 0.8764 10.8467 0.1 0.1 -0.1
H -5.2315 -6.4103 3.5135 0.1 0.0 -0.1
H 0.8999 2.4167 1.6757 0.1 0.0 0.3
H 6.5177 0.6144 6.9858 0.0 0.0 0.0
O -3.8971 4.3156 -5.4514 0.0 -0.8 -0.6
H 0.1088 2.8841 -2.6539 -0.4 0.3 0.0
C -1.6428 1.9575 -4.6076 -0.1 -0.2 0.1
H -3.1168 6.8073 -5.8761 0.0 -0.1 0.0
P 3.8349 1.1048 7.8512 -3.2 4.9 -0.4
O -1.8522 3.3826 -4.4300 1.0 -1.4 -2.4
C 1.7402 -5.2465 -4.4076 0.1 -0.1 -0.2
O 4.5578 1.0471 6.3950 0.6 -2.7 1.4
P -3.6101 -4.2133 2.2127 5.4 -2.0 0.8
H -0.7276 -3.6970 4.0402 0.0 0.1 -0.1
H 6.1143 0.2998 5.2856 -0.1 0.1 0.0
H -1.7427 7.5107 -5.0007 0.0 -0.1 0.1
C 2.2031 3.8180 -2.9498 0.0 0.0 -0.3
H 1.6660 2.5343 8.6058 0.1 0.0 0.0
Al 0.7042 1.2579 -0.7406 -0.1 0.1 0.2
C -4.6472 -2.9553 0.1769 0.1 -0.1 -0.2
H -0.8227 -2.2269 -0.9098 0.0 0.2 -0.2
P -2.4393 4.1994 -5.6910 -2.1 4.4 2.5
H -6.1525 -5.2228 2.5632 0.0 0.0 0.0
```
Forces are in eV/Å.

Properties
E = -97979.241 eV
strongest force on any atom = 5.87 eV/A
2S+1 = 1
charge = -1

---

Among the records above, which one has the highest E? C16H48AgN9O7

---

What is the formula in the second record? C16H48AgN9O7